A cluster of 2 separate species, H3OPSi in total, computed with ωB97M-V/def2-TZVPD.

XYZ file:
```
6
H3OPSi, DFT ωB97M-V/def2-TZVPD
P -1.987 -0.371 -0.879
H 0.997 1.090 0.988
H 1.575 -0.330 -1.091
O -2.401 0.996 -0.561
Si 0.905 -0.075 0.256
H 0.910 -1.310 1.287
```

## Properties
* E_LUMO: -0.942 eV
* highest occupied orbital energy: -7.45 eV
* Kohn-Sham gap: 0.239 Ha
* E: -19259.3867 eV
* energy relative to the best compared isomer or geometry (same formula, charge and spin): 217.49 kJ/mol

Atom charges from the Mulliken analysis, given in e for atoms 1 to 2:
1 P 0.326
2 H -0.053



A structure of composition C3H7N2O2, computed with ωB97M-V/def2-TZVPD.

XYZ file:
```
14
C3H7N2O2, DFT ωB97M-V/def2-TZVPD
H -1.505 -1.431 1.025
H -0.785 1.580 0.280
H -3.137 -1.433 0.448
H 3.807 1.693 -0.228
C -2.268 -0.825 0.738
N -0.868 0.667 -0.191
C 1.932 0.954 0.277
N 0.327 -0.034 -0.260
C 2.837 1.190 -0.610
H -2.698 -0.390 1.669
O -2.061 0.131 -0.272
H 3.004 1.012 -1.679
O 0.380 -1.236 -0.398
H 1.732 0.942 1.292
```

## Properties
* E_LUMO: -5.428 eV
* net charge: +1
* highest occupied orbital energy: -15.33 eV
* Kohn-Sham gap: 0.364 Ha
* E: -10284.9107 eV
* energy relative to the best compared isomer or geometry (same formula, charge and spin): 762.24 kJ/mol

Atom charges from the Mulliken analysis, given in e for atoms 1 to 2:
1 H 0.353
2 H 0.305



The molecule C2H3IO2, computed with ωB97M-V/def2-TZVPD.

XYZ file:
```
8
C2H3IO2, DFT ωB97M-V/def2-TZVPD
H 2.268 -0.429 -0.419
H -1.081 0.013 1.395
O 1.336 1.265 -0.297
C -0.885 -0.035 0.300
C 1.345 0.063 -0.239
I -2.476 -1.098 -0.806
O 0.306 -0.741 0.004
H -0.814 0.962 0.063
```

## Properties
* E_LUMO: 0.081 eV
* SMILES: O=COCI
* highest occupied orbital energy: -9.87 eV
* Kohn-Sham gap: 0.366 Ha
* E: -14317.4937 eV
* energy relative to the best compared isomer or geometry (same formula, charge and spin): 106.93 kJ/mol

Atom charges from the Mulliken analysis, given in e for atoms 1 to 2:
1 H 0.400
2 H 0.342



A structure of composition C5H5Br15, computed with ωB97M-V/def2-TZVPD.

XYZ file:
```
25
C5H5Br15, DFT ωB97M-V/def2-TZVPD
Br -4.484 -1.778 -4.184
Br 0.179 4.259 -0.928
Br 0.375 5.783 2.022
Br 3.849 -2.849 3.550
Br 6.409 -3.642 1.505
Br 5.849 -0.460 2.316
C -3.483 0.164 0.563
Br 0.154 -0.789 2.001
H 1.688 3.857 1.098
Br -4.013 1.341 2.086
Br -1.978 0.230 -4.583
H -2.505 -1.269 -2.573
C 5.082 -2.305 2.062
Br -2.482 1.152 -0.766
C 0.523 -0.454 0.196
C -2.571 -1.462 -3.644
C 0.623 4.077 1.014
Br -5.092 -0.598 -0.292
H 0.160 0.519 -0.135
H -2.858 -0.654 0.922
Br -0.544 2.574 1.735
H 4.492 -2.135 1.162
Br -0.268 -1.886 -0.824
Br 2.425 -0.585 -0.279
Br -1.529 -3.091 -4.024
```

## Properties
* E_LUMO (spin up / spin down): -3.987 / -9.944 eV
* net charge: +1
* spin multiplicity: 2
* highest occupied orbital energy (spin up / spin down): -12.58 / -12.58 eV
* Kohn-Sham gap (spin up / spin down): 0.316 / 0.097 Ha
* E: -1055890.6379 eV
* energy relative to the best compared isomer or geometry (same formula, charge and spin): 35.92 kJ/mol

Atom charges from the Mulliken analysis, given in e for atoms 1 to 2:
1 Br 0.011
2 Br -0.022



A cluster of 4 separate species, C7H19N3O8 in total, computed with ωB97M-V/def2-TZVPD.

XYZ file:
```
37
C7H19N3O8, DFT ωB97M-V/def2-TZVPD
H -2.847 0.777 29.494
H -11.508 2.195 24.585
N -7.921 1.096 27.743
H -6.946 3.280 24.003
H -2.223 0.721 27.862
H -7.474 0.924 33.979
H -1.473 1.865 29.080
H -6.316 0.091 28.550
O -7.804 2.259 27.433
O -8.560 0.260 27.135
H -7.629 2.676 33.922
N -3.346 2.410 28.292
H -7.042 4.039 22.396
H -7.810 0.010 29.563
C -9.614 3.012 24.100
C -10.856 2.255 23.701
O -9.813 1.671 32.168
H -7.837 4.811 23.786
O -8.747 3.118 22.994
H -7.411 1.748 32.403
H -6.901 1.508 29.511
H -10.033 0.135 24.994
C -7.853 1.756 33.390
H -8.709 0.518 23.868
H -11.380 2.794 22.910
O -4.454 2.019 27.989
C -2.364 1.370 28.722
O -9.925 1.340 34.298
O -2.975 3.562 28.253
C -9.745 0.171 23.941
H -9.900 4.005 24.470
C -7.173 0.628 28.939
H -9.777 -0.827 23.503
N -9.321 1.576 33.277
H -9.105 2.490 24.923
C -7.586 3.852 23.319
O -10.632 0.959 23.184
```

## Properties
* E_LUMO: -0.140 eV
* SMILES: C[N+](=O)[O-].C[N+](=O)[O-].C[N+](=O)[O-].COCCOC
* highest occupied orbital energy: -9.21 eV
* Kohn-Sham gap: 0.333 Ha
* E: -28407.4667 eV
* energy relative to the best compared isomer or geometry (same formula, charge and spin): 0.00 kJ/mol

Atom charges from the Mulliken analysis, given in e for atoms 1 to 2:
1 H 0.272
2 H 0.335



A cluster of 2 separate species, C6H7N in total, computed with ωB97M-V/def2-TZVPD.

XYZ file:
```
14
C6H7N, DFT ωB97M-V/def2-TZVPD
H 1.799 1.361 0.366
H -1.824 -2.282 -0.485
N -2.161 -0.279 1.242
C -1.091 -1.392 -0.703
H -2.608 -1.054 1.658
C -1.047 1.020 -0.314
C 3.626 0.119 0.647
H 4.385 -0.598 0.745
H 0.016 -1.439 -0.347
H -1.118 -1.043 -1.699
C 2.595 0.673 0.397
H -0.408 3.025 -1.049
C -0.585 2.091 -0.598
C -1.576 -0.203 0.139
```

## Properties
* E_LUMO: 0.553 eV
* SMILES: [H]/N=C(\C)C#C.C#C
* highest occupied orbital energy: -9.65 eV
* Kohn-Sham gap: 0.375 Ha
* E: -7820.0432 eV
* energy relative to the best compared isomer or geometry (same formula, charge and spin): 540.71 kJ/mol

Atom charges from the Mulliken analysis, given in e for atoms 1 to 2:
1 H 0.354
2 H 0.305



A cluster of 8 separate species, C24H64O8 in total, computed with ωB97M-V/def2-TZVPD.

XYZ file:
```
96
C24H64O8, DFT ωB97M-V/def2-TZVPD
H -17.816 13.574 -19.086
H -8.026 15.490 -25.564
H -9.533 11.985 -20.506
C 1.856 10.169 -20.994
O -9.486 12.775 -19.963
H -8.147 14.407 -18.437
H -0.345 11.163 -19.413
H -12.450 0.730 -19.340
H -0.739 9.740 -20.385
C -11.122 8.014 -24.059
H -16.833 15.703 -12.385
C -12.155 3.882 -18.149
H -16.513 12.565 -19.478
H -9.735 6.979 -22.781
H -11.254 22.884 -14.414
C -0.232 10.081 -19.482
C -11.900 1.602 -18.984
H 1.252 9.858 -21.846
C -16.484 19.050 -13.218
H -9.542 22.693 -13.832
H -12.121 8.750 -22.290
C -6.656 16.251 -24.046
C -16.726 13.558 -19.083
H -13.668 2.940 -19.214
C -12.917 2.644 -18.481
H -16.223 15.848 -18.442
H -16.597 13.548 -21.763
H -9.644 20.102 -14.145
H -11.370 7.986 -25.120
C -7.862 16.381 -24.957
O -13.518 2.092 -17.360
O -8.969 16.628 -24.118
H -13.052 8.920 -23.808
O -16.627 15.825 -19.312
O -10.242 9.078 -23.867
H -16.317 13.565 -18.072
C -17.142 16.637 -12.853
H -10.771 20.570 -17.218
H -6.517 17.073 -23.344
H -15.867 15.098 -22.033
H -9.800 14.473 -18.066
C -9.262 12.460 -18.610
C -16.108 14.655 -19.917
H -7.868 11.213 -17.470
H -10.473 22.185 -17.386
C -12.368 8.285 -23.245
H -8.359 10.456 -19.024
H -6.949 17.418 -26.746
H -14.250 17.739 -13.901
H -11.357 2.039 -19.822
H -12.769 4.584 -17.585
H -9.504 8.951 -24.467
H 1.268 7.981 -20.631
H -11.385 3.661 -17.409
O 1.384 8.254 -19.718
H -14.232 2.694 -17.141
H -7.532 18.490 -25.465
H -15.635 19.732 -13.269
C -10.898 21.496 -16.657
H -9.559 6.579 -24.409
H -12.961 7.397 -23.024
C -16.562 14.568 -21.381
H -15.021 14.597 -19.850
H 1.855 10.100 -18.868
C -10.334 6.768 -23.667
C 1.247 9.682 -19.671
C -9.994 21.432 -15.427
H 1.912 11.252 -21.098
H -17.561 15.000 -21.451
H -8.682 17.618 -26.513
C -10.211 22.728 -14.691
H -10.912 5.850 -23.562
H 2.870 9.814 -21.182
C -15.994 17.651 -12.961
H -10.148 11.959 -18.220
H -6.710 15.322 -23.478
O -10.414 20.334 -14.669
H -11.641 4.400 -18.959
C -8.927 13.833 -17.937
H -8.994 21.357 -15.854
C -7.726 17.557 -25.994
H -0.622 9.587 -18.593
H -15.417 17.628 -12.037
H -17.721 16.404 -13.747
H -11.171 1.345 -18.215
H -17.065 19.192 -14.129
H -11.958 21.650 -16.455
H -17.155 19.392 -12.430
O -15.060 17.231 -13.991
C -8.082 11.384 -18.525
H -9.865 23.611 -15.228
H -5.751 16.177 -24.650
H -8.693 13.838 -16.873
H -17.776 16.981 -12.036
H -9.081 15.879 -23.528
H -7.147 11.730 -18.966
```

## Properties
* E_LUMO: 0.383 eV
* SMILES: CC(C)O.CC(C)O.CC(C)O.CC(C)O.CC(C)O.CC(C)O.CC(C)O.CC(C)O
* highest occupied orbital energy: -9.92 eV
* Kohn-Sham gap: 0.379 Ha
* E: -42303.4627 eV
* energy relative to the best compared isomer or geometry (same formula, charge and spin): 298.70 kJ/mol

Atom charges from the Mulliken analysis, given in e for atoms 1 to 2:
1 H 0.305
2 H 0.175